Record 1
Below is a 2-piece molecular cluster, C16H25B3BrF13N2O5 overall, with properties calculated with wB97M-V/def2-TZVPD.

```
! RIJCOSX wB97M-V def2-TZVPD def2/J DEFGRID3
* xyz 0 1
C -2.78 2.46 0.14
C -1.47 2.37 0.44
C -0.50 1.96 -0.65
N 0.82 1.40 -0.17
C 0.85 1.08 1.29
C -0.02 -0.07 1.81
C 0.73 -0.99 2.76
F 0.91 -0.29 3.89
F 1.92 -1.38 2.28
C -0.07 -2.27 3.05
F -1.26 -1.97 3.50
F -0.26 -2.89 1.88
C 0.66 -3.28 3.96
F 1.47 -4.03 3.21
F 1.40 -2.71 4.90
C -0.32 -4.28 4.68
F -0.81 -3.70 5.72
F -1.25 -4.68 3.88
F 0.36 -5.32 5.06
C 1.88 2.49 -0.32
Br 1.36 4.20 0.47
C 2.33 2.77 -1.78
O 1.53 2.19 -2.78
C 1.45 0.78 -2.58
B 0.27 0.20 -3.53
O 0.49 -1.02 -4.17
N -1.00 0.93 -3.69
C -2.05 -0.07 -3.29
C -1.26 1.21 -5.12
C 1.27 0.30 -1.09
O 0.42 -0.83 -1.17
C 2.64 -0.33 -0.71
B 2.66 -1.88 -1.18
O 3.05 -2.15 -2.46
O 2.31 -2.85 -0.26
H -3.04 3.09 -0.70
H -3.51 1.85 0.69
H -1.21 2.64 1.46
H -1.03 1.26 -1.28
H -0.36 2.81 -1.32
H 0.61 1.94 1.89
H 1.87 0.88 1.63
H -0.52 -0.71 1.08
H -0.83 0.34 2.42
H 2.77 2.21 0.23
H 2.36 3.83 -1.96
H 3.36 2.41 -1.91
H 2.36 0.36 -3.01
H 0.75 -0.81 -5.08
H -2.85 0.40 -2.72
H -2.53 -0.51 -4.17
H -1.65 -0.91 -2.72
H -0.63 2.03 -5.50
H -2.31 1.44 -5.29
H -1.05 0.34 -5.75
H -0.51 -0.67 -0.95
H 2.84 -0.36 0.36
H 3.46 0.21 -1.17
H 3.75 -2.81 -2.49
H 2.98 -2.96 0.42
B -4.57 0.86 3.58
F -5.77 1.12 4.26
F -4.06 -0.40 3.96
F -4.80 0.86 2.18
F -3.62 1.87 3.88
*
```

Properties
HOMO energy = -0.32985 Ha
HOMO-LUMO gap = 8.34 eV

Record 2
Below is C16H25BaIN2Si as an isolated structure, with properties calculated with wB97M-V/def2-TZVPD.

```
! RIJCOSX wB97M-V def2-TZVPD def2/J DEFGRID3
* xyz 0 1
C 1.93 4.05 -0.19
C 3.20 0.89 -0.20
H 1.28 4.74 -0.89
H 3.02 4.11 -0.54
H 1.68 4.82 0.49
H 3.34 -0.11 -1.30
H 4.06 1.50 -0.70
H 3.80 0.01 0.13
C -2.37 1.96 -1.81
C -3.63 1.63 -2.37
C -3.87 0.45 -3.01
C -2.77 -0.44 -3.13
H -2.17 2.88 -1.35
H -4.45 2.40 -2.21
H -4.83 0.17 -3.47
H -2.85 -1.37 -3.69
N -1.35 1.06 -1.89
C -1.54 -0.11 -2.52
C -0.42 -1.05 -2.55
N 0.72 -0.61 -1.95
C 1.73 -1.47 -1.79
C 0.57 -3.21 -2.98
C 1.71 -2.77 -2.29
H 2.56 -1.10 -1.26
H 2.60 -3.38 -2.13
C -0.50 -2.34 -3.11
H -1.41 -2.63 -3.63
H 0.53 -4.21 -3.40
Ba 1.13 1.88 -0.31
I -1.11 4.02 1.39
C 1.47 -1.74 3.10
Si -0.11 -0.69 3.10
C -1.32 -1.45 4.37
C 0.37 0.99 3.82
C -0.79 -0.59 1.39
H 2.08 -1.51 3.98
H 2.07 -1.54 2.20
H 1.23 -2.81 3.12
H -1.02 -1.20 5.39
H -2.33 -1.08 4.21
H -1.35 -2.55 4.29
H 1.51 1.16 3.70
H -0.11 1.80 3.28
H 0.15 1.03 4.87
H -0.65 -1.46 0.70
H -1.77 -0.15 1.14
*
```

Properties
HOMO energy (spin up / spin down) = -0.26593 / -0.26069 Ha
HOMO-LUMO gap (spin up / spin down) = 3.42 / 3.52 eV

Record 3
Below is C16H25BrN4O4PSSiW as an isolated structure, with properties calculated with wB97M-V/def2-TZVPD.

```
! RIJCOSX wB97M-V def2-TZVPD def2/J DEFGRID3
* xyz 3 3
W -0.99 0.12 -0.18
C 1.84 5.12 -0.99
Si 2.94 3.72 -1.54
C 2.57 3.16 -3.28
C 4.73 4.10 -1.29
C 2.54 2.22 -0.38
C 3.52 1.65 0.46
C 3.24 0.58 1.29
C 1.96 0.05 1.31
N 1.01 0.58 0.53
C 1.31 1.61 -0.28
S -0.19 2.01 -1.19
H 2.05 6.00 -1.60
H 2.02 5.39 0.05
H 0.77 4.90 -1.10
H 2.83 3.95 -3.99
H 1.51 2.93 -3.44
H 3.15 2.28 -3.54
H 5.01 4.94 -1.93
H 5.38 3.27 -1.57
H 4.96 4.40 -0.26
H 4.52 2.06 0.45
H 4.00 0.15 1.93
H 1.68 -0.78 1.94
Br -3.63 1.52 -0.34
C -3.65 0.07 -1.56
C -4.61 -0.28 -2.48
C -4.35 -1.41 -3.25
C -3.19 -2.17 -3.07
C -2.29 -1.73 -2.13
N -2.53 -0.62 -1.42
C -1.03 -2.40 -1.63
O -0.79 -3.56 -1.79
O -0.29 -1.61 -0.83
H -5.52 0.30 -2.60
H -5.08 -1.72 -3.99
H -3.00 -3.07 -3.64
N -1.34 -1.84 5.05
C -2.29 -2.03 3.90
P -1.28 -2.09 2.35
O 0.13 -2.23 2.80
O -1.73 -0.89 1.50
C -1.68 -3.67 1.46
N -0.39 -4.28 0.99
H -1.58 -2.42 5.86
H -1.31 -0.87 5.38
H -0.38 -2.08 4.73
H -3.01 -1.21 3.89
H -2.84 -2.96 4.07
H -2.34 -3.53 0.61
H -2.15 -4.37 2.15
H -0.22 -4.06 -0.01
H -0.41 -5.30 1.06
H 0.39 -3.92 1.55
*
```

Properties
HOMO energy (spin up / spin down) = -0.62110 / -0.62045 Ha
Energy above the lowest of the compared OMol25 structures with the same formula, charge and spin = 0.000 eV
HOMO-LUMO gap (spin up / spin down) = 6.74 / 7.08 eV

Record 4
Below is C16H25ClHfNO5P2S as an isolated structure, with properties calculated with wB97M-V/def2-TZVPD.

```
! RIJCOSX wB97M-V def2-TZVPD def2/J DEFGRID3
* xyz 3 1
C 0.05 -0.13 -4.07
C 0.36 0.24 -2.70
H 0.92 -0.15 -4.71
H -0.73 0.60 -4.34
H -0.45 -1.09 -4.00
O 1.17 0.72 -1.96
Cl -1.40 0.31 -1.78
Hf -0.47 0.03 0.94
P -0.11 2.53 0.28
C 1.44 3.26 0.85
C -0.39 3.38 -1.30
H -0.56 4.45 -1.09
H -1.51 4.35 1.01
H -1.27 2.99 -1.80
H -2.33 2.78 1.24
H 2.27 2.88 0.23
H 0.47 3.29 -1.97
C -1.37 3.31 1.34
H 1.39 4.36 0.77
H -1.04 3.29 2.39
H 1.62 2.99 1.90
P 0.08 -2.44 0.05
C 1.59 -3.28 0.62
C -1.22 -3.37 0.97
H -1.05 -2.88 -2.09
H -0.16 -4.30 -1.51
H 0.72 -2.97 -2.27
C -0.12 -3.20 -1.60
H -2.22 -2.96 0.73
H -1.21 -4.44 0.68
H 1.51 -4.37 0.50
H 1.74 -3.07 1.69
H -1.04 -3.31 2.05
H 2.46 -2.94 0.04
C 1.67 -0.09 0.84
O 2.84 -0.06 0.94
O 0.73 2.65 4.71
S 0.84 1.22 4.61
O 2.16 0.62 4.60
N 0.06 0.76 3.07
C -1.03 0.09 3.42
O -1.80 -0.32 2.43
C -1.28 -0.23 4.77
C -2.26 -1.11 5.21
C -2.36 -1.41 6.56
C -1.45 -0.83 7.47
C -0.41 0.02 6.98
C -0.33 0.31 5.62
H -2.92 -1.57 4.49
H -3.12 -2.09 6.97
H -1.53 -1.03 8.55
H 0.30 0.48 7.69
*
```

Properties
HOMO energy = -0.66928 Ha
HOMO-LUMO gap = 6.01 eV